Molecular formula: C3H6N2P2
Method: DFT, wB97M-V/def2-TZVPD

Atoms and positions in Å:
1 C 0.531 1.216 0.263
2 C 0.784 -0.182 0.764
3 C 1.507 -1.015 -0.015
4 N -1.995 0.239 1.018
5 N -1.302 -0.319 -1.116
6 P -1.274 1.174 -0.217
7 P -2.252 -1.037 0.122
8 H 0.514 2.061 0.906
9 H 0.932 1.381 -0.682
10 H 0.221 -0.486 1.644
11 H 2.047 -0.402 -0.720
12 H 1.698 -2.072 0.119
13 H -1.408 -0.559 -2.085

spin multiplicity	3
HOMO (spin up / spin down)	-5.82 / -9.35	eV
ΔE to the lowest compared entry with this formula, charge and spin	0.0	kcal per mole
Kohn-Sham gap (spin up / spin down)	6.542 / 6.288	eV
charge	0
<S²>	2.01